15
Properties=species:S:1:pos:R:3:forces:R:3 method="wB97M-V/def2-TZVPD" homo_lumo_gap_ha=0.34380 energy_ha=-250.58904 smiles="C=CC/C=C/N" e_above_lowest_kcal_mol=48.9 max_force_ev_per_a=5.11 multiplicity=1 homo_energy_ev=-8.16
C -0.660881 -2.064784 -1.019540 -0.96 2.10 1.12
C 0.413640 -1.350305 -1.325557 2.30 -0.58 -1.21
C 0.932413 -0.007302 -0.790248 1.07 -2.18 0.46
C -0.108106 0.600621 0.039740 -0.52 -0.17 -2.73
C 0.158466 1.192548 1.150598 0.54 0.79 3.79
N -0.820693 1.799410 1.981176 4.13 -2.55 1.16
H -0.695316 -3.104176 -1.189053 -0.30 -0.92 -0.74
H -1.538212 -1.593322 -0.489799 1.17 -0.73 -0.25
H 1.184998 -1.837657 -2.009267 -0.92 0.34 1.07
H 1.851929 -0.318840 -0.123270 -1.45 0.77 -1.35
H 1.281923 0.633698 -1.610696 0.01 -0.16 0.15
H -1.053879 0.569388 -0.500091 -0.31 0.45 0.67
H 1.199206 1.034727 1.568875 -1.37 0.62 -0.28
H -0.600818 2.308539 2.794887 0.70 0.38 0.61
H -1.544671 2.137456 1.522244 -4.07 1.84 -2.48

167
Properties=species:S:1:pos:R:3:forces:R:3 method="wB97M-V/def2-TZVPD" homo_lumo_gap_ha=0.32288 energy_ha=-5792.74531 e_above_lowest_kcal_mol=0.0 max_force_ev_per_a=2.75 multiplicity=1 homo_energy_ev=-8.97
C -2.358993 2.888571 1.306130 -0.22 -0.25 -0.07
O -3.012443 1.856215 2.009147 0.23 -0.03 0.31
C -3.074893 0.694501 1.214625 -0.64 -0.11 0.28
C -3.875962 -0.389114 1.907413 -0.10 0.09 -0.34
C -3.562906 -1.770504 1.317396 0.55 0.43 1.11
C -2.634653 -2.607556 2.235830 -0.79 0.06 -0.87
C -1.436096 -3.134076 1.471723 0.43 0.38 1.23
C -0.354320 -2.064243 1.470454 -0.39 -0.13 -0.25
C 0.744793 -2.361942 0.463601 -0.51 -0.37 0.82
C 2.147243 -1.939049 0.847460 0.45 0.64 -0.68
C 3.021901 -2.231044 -0.406222 -0.99 -0.10 0.42
C 2.599099 -1.424877 -1.627914 0.31 -0.37 -0.70
C 1.751510 -2.229576 -2.616447 0.42 0.12 -0.46
C 1.358322 -1.471421 -3.879476 -0.70 -0.05 -0.23
C 0.882183 -0.060047 -3.606441 0.11 -0.19 1.10
C -0.197040 0.051594 -2.520484 0.27 0.50 -0.54
C -0.947540 1.373966 -2.592511 -0.79 -1.13 0.98
O -0.251739 2.406852 -1.939276 0.26 0.06 -0.46
C 0.283321 3.389803 -2.793123 0.15 0.59 0.37
C 2.127918 -0.405782 1.139740 0.02 -0.71 0.83
C 2.454335 0.019787 2.588555 0.67 0.86 -0.07
B 4.030811 0.333775 2.901617 0.21 -0.45 0.54
N 5.125438 0.363878 1.939386 -0.75 -0.16 0.82
O 4.258547 0.632350 4.237655 0.06 0.28 -0.73
P 1.669815 1.694996 2.794458 0.20 0.38 -2.19
O 0.073711 1.502546 2.616804 0.98 -0.32 1.27
O 1.996936 2.289453 4.226851 -0.89 -0.70 -0.11
S 2.285451 2.794787 1.318590 0.42 0.05 0.14
O 1.864264 -0.812385 3.603188 0.13 -0.89 -0.27
S 2.437095 -2.299115 3.654252 -0.82 -2.26 1.34
O 1.395928 -3.120122 4.166000 -1.81 0.07 -0.30
O 3.582574 -2.463733 4.480798 1.90 1.43 -0.52
C 2.723208 -2.823327 1.975545 -0.15 1.00 -0.78
H -1.676127 2.464907 0.571788 0.42 0.04 -0.16
H -1.821184 3.497752 2.014401 0.18 0.31 0.19
H -3.067450 3.479490 0.740752 -0.26 0.29 -0.11
H -2.064045 0.330398 1.008649 0.24 0.06 -0.11
H -3.568541 0.946123 0.278236 0.30 -0.14 -0.23
H -3.690761 -0.365875 2.972096 0.07 0.01 0.19
H -4.922693 -0.159466 1.762025 -0.40 0.14 0.06
H -3.039286 -1.619688 0.380454 -0.20 -0.14 -0.54
H -4.483717 -2.310772 1.173083 -0.24 -0.24 -0.42
H -2.323799 -2.005727 3.080926 0.26 0.12 0.21
H -3.225626 -3.412225 2.648495 -0.08 -0.39 0.19
H -1.675996 -3.435428 0.466550 -0.25 -0.22 -0.35
H -1.043769 -3.974345 2.034113 0.22 -0.53 -0.19
H -0.842539 -1.134927 1.198781 0.04 0.37 -0.04
H -0.028421 -1.942480 2.496006 0.27 -0.02 0.15
H 0.427364 -1.914491 -0.462971 0.18 0.29 -0.32
H 0.764509 -3.429390 0.260596 0.04 -0.36 -0.01
H 2.828412 -3.274299 -0.642633 0.17 -0.38 -0.03
H 4.080931 -2.191151 -0.179441 0.34 0.41 0.06
H 2.077902 -0.505128 -1.406204 0.04 0.21 0.44
H 3.499085 -1.131068 -2.160832 0.24 0.18 -0.22
H 0.849300 -2.632165 -2.178589 -0.12 -0.05 0.34
H 2.334708 -3.087769 -2.931295 0.13 -0.39 0.03
H 0.546390 -2.026878 -4.339095 -0.23 -0.25 -0.19
H 2.146896 -1.452467 -4.619926 0.42 0.06 -0.05
H 0.542991 0.472567 -4.483067 -0.06 -0.12 -0.51
H 1.761370 0.470510 -3.272774 -0.17 0.35 0.15
H -0.892983 -0.779707 -2.539010 -0.33 -0.22 -0.29
H 0.224758 0.045599 -1.521031 0.21 -0.13 0.26
H -1.863968 1.219994 -2.029672 -0.33 0.18 0.11
H -1.257094 1.605326 -3.605072 0.18 0.33 -0.35
H 1.348631 3.512216 -2.647622 0.38 -0.21 0.14
H 0.126421 3.192700 -3.844676 -0.18 -0.21 -0.28
H -0.170420 4.341397 -2.536862 -0.21 0.32 -0.10
H 2.817037 0.109191 0.502218 0.46 0.23 -0.24
H 1.158914 -0.022706 0.857723 -0.38 0.00 -0.13
H 5.035339 -0.332802 1.218295 -0.10 0.22 -0.58
H 5.126279 1.301811 1.555701 0.45 0.08 -0.40
H 4.252475 1.589043 4.327010 0.07 0.31 0.64
H -0.069729 1.512155 1.665112 -0.45 0.25 -0.38
H 1.574757 3.166727 4.246163 0.13 0.41 0.39
H 3.768640 -2.985938 1.761595 0.56 0.25 0.52
H 2.259457 -3.793469 1.893380 -0.30 -0.35 0.37
C 5.184485 1.548569 -3.240528 0.02 0.26 0.40
N 4.046537 1.166078 -4.106355 0.02 0.12 -0.08
O 3.019603 1.806208 -4.068489 0.34 0.72 0.02
O 4.219721 0.207055 -4.818379 0.11 -0.60 -0.27
H 4.915127 2.417971 -2.652550 -0.13 0.01 -0.03
H 5.401892 0.698485 -2.599094 0.03 -0.04 -0.08
H 6.017921 1.764498 -3.897013 0.04 -0.09 0.02
C 7.986213 1.871803 4.387566 0.06 -0.25 0.08
N 8.500247 2.930451 3.480229 -0.12 -0.14 0.17
O 9.557720 2.756224 2.920712 0.39 -0.18 -0.16
O 7.820656 3.922760 3.368784 -0.34 0.40 -0.06
H 8.690129 1.050163 4.403758 0.09 0.01 -0.07
H 7.892549 2.320497 5.371352 -0.11 0.04 0.00
H 7.020484 1.542198 4.012395 -0.02 0.07 0.00
C 10.938774 4.770502 0.385767 -0.12 0.00 0.38
N 10.367840 4.529180 -0.960074 -0.05 -0.03 0.14
O 9.256461 4.054233 -1.028746 -0.27 -0.13 -0.02
O 11.057126 4.825653 -1.907361 0.24 0.09 -0.32
H 10.218114 4.461004 1.133246 -0.04 -0.06 -0.03
H 11.850607 4.187414 0.462803 0.07 0.07 -0.06
H 11.146651 5.832887 0.462072 0.12 0.00 -0.07
C 5.346201 -6.255213 2.381052 0.01 -0.08 0.17
N 4.466388 -6.354845 1.184755 0.15 -0.01 0.24
O 3.561040 -7.155232 1.216191 -0.33 -0.23 -0.01
O 4.715562 -5.622476 0.254909 0.06 0.29 -0.23
H 5.000985 -6.964632 3.121905 -0.07 -0.03 -0.02
H 6.357227 -6.485333 2.061219 0.03 0.11 -0.05
H 5.276994 -5.237941 2.755064 0.06 0.04 -0.06
C -1.238179 0.610794 5.057632 0.05 -0.03 0.29
N -2.233701 -0.239158 5.773484 0.40 0.24 0.15
O -2.017468 -0.521629 6.932967 0.14 -0.06 0.22
O -3.202287 -0.595530 5.149461 -0.39 -0.16 -0.17
H -0.433085 0.847941 5.743588 0.03 -0.03 0.12
H -0.873761 0.041852 4.211393 -0.15 -0.02 -0.10
H -1.750352 1.509986 4.731234 -0.10 -0.09 -0.20
C 1.836317 -0.891894 7.604671 0.14 -0.16 -0.06
N 1.977776 0.423191 8.285253 -0.03 -0.28 -0.14
O 2.605392 0.459436 9.316498 0.24 0.03 0.38
O 1.454901 1.377979 7.757509 -0.20 0.26 -0.25
H 2.356313 -1.640007 8.188793 0.05 0.04 0.06
H 0.779061 -1.116091 7.541341 -0.18 0.07 -0.11
H 2.277904 -0.796516 6.615968 -0.07 0.04 -0.04
C -6.518401 2.128047 -2.221103 0.35 -0.12 0.05
N -5.313745 2.095358 -1.342912 -0.29 -0.03 -0.36
O -4.359428 1.443811 -1.712022 0.16 -0.08 -0.21
O -5.367023 2.723520 -0.312129 0.02 0.20 0.34
H -6.324342 1.525753 -3.096129 0.07 -0.06 -0.01
H -7.345619 1.728414 -1.650554 -0.03 0.10 0.11
H -6.694304 3.162371 -2.490744 -0.07 0.06 0.12
C 7.992781 0.418072 -6.928181 0.06 -0.13 -0.25
N 7.199354 1.673118 -6.902967 0.12 -0.20 -0.11
O 7.411700 2.494637 -7.758589 0.06 0.28 -0.27
O 6.378437 1.776410 -6.019785 -0.15 0.12 0.19
H 8.678005 0.461217 -7.764262 0.01 0.07 -0.06
H 8.526225 0.354264 -5.990770 0.00 -0.06 0.21
H 7.291677 -0.404409 -7.037289 -0.02 0.01 0.12
C -10.032342 1.606092 -5.408889 0.04 0.06 -0.21
N -8.817550 1.553052 -4.553989 -0.42 0.07 -0.23
O -7.881911 0.896903 -4.941322 0.36 -0.19 -0.06
O -8.848654 2.178363 -3.513572 -0.24 0.12 0.04
H -9.862888 1.007102 -6.292525 0.04 -0.08 0.01
H -10.854888 1.210057 -4.827652 -0.01 0.04 0.07
H -10.200355 2.646379 -5.670027 -0.03 0.04 0.10
C 0.362428 -6.865998 -0.578865 0.20 -0.01 -0.07
N -0.593785 -5.768581 -0.889238 0.23 -0.24 0.00
O -0.270244 -4.960981 -1.732172 0.09 0.26 -0.22
O -1.630809 -5.754275 -0.272889 -0.36 -0.12 0.14
H 1.239662 -6.746709 -1.202098 0.01 0.07 -0.02
H 0.619906 -6.787865 0.472852 -0.07 -0.05 0.04
H -0.140351 -7.804478 -0.788101 -0.07 -0.01 0.10
C 3.531933 6.473891 3.279660 0.19 0.11 0.04
N 2.560573 5.566761 3.941052 0.35 0.40 -0.05
O 2.794525 5.208544 5.072944 0.06 -0.27 0.28
O 1.594118 5.237310 3.294956 -0.46 -0.22 -0.09
H 4.338990 6.677055 3.971743 -0.01 -0.04 0.07
H 3.895731 5.964952 2.392017 -0.11 -0.01 -0.07
H 3.002228 7.384311 3.018714 -0.06 -0.04 -0.11
C -14.429520 -0.230325 -5.927191 -0.11 0.41 -0.45
N -12.974846 -0.040929 -6.173901 -0.40 -0.02 0.00
O -12.641815 0.697553 -7.072645 0.16 0.24 -0.25
O -12.211075 -0.641668 -5.452795 0.18 -0.20 0.25
H -14.978515 0.369115 -6.643384 0.10 0.09 -0.04
H -14.649010 -1.278086 -6.052187 0.02 -0.11 0.06
H -14.631625 0.093885 -4.913806 0.03 -0.11 0.08
C -14.869167 -2.062373 -1.999386 -0.04 0.00 0.20
N -15.549788 -2.427137 -3.270886 0.14 -0.02 0.30
O -16.716460 -2.724824 -3.220722 -0.41 -0.08 -0.03
O -14.875711 -2.398244 -4.277802 0.11 -0.27 0.05
H -15.587634 -2.132107 -1.192984 -0.08 -0.02 -0.03
H -14.051589 -2.761046 -1.855567 0.09 0.06 -0.08
H -14.499197 -1.047503 -2.105599 0.11 -0.03 -0.06

10
Properties=species:S:1:pos:R:3:forces:R:3 method="wB97M-V/def2-TZVPD" homo_lumo_gap_ha="0.35118 / 0.31630" energy_ha=-590.03730 e_above_lowest_kcal_mol=99.7 max_force_ev_per_a=4.16 multiplicity=1 homo_energy_ev="-9.32 / -8.98"
C 0.550949 -0.096381 0.629695 -2.83 -1.10 -2.85
C 0.951358 -1.377372 0.075430 -3.10 1.27 0.92
C -1.219896 1.406423 -0.500150 1.13 -0.55 3.37
O -0.024881 -1.306109 1.111769 0.83 0.10 -0.26
F 0.482272 -1.923911 -1.028508 0.06 0.02 -0.72
F 2.055448 -1.933347 0.423071 1.95 -1.03 0.33
F -1.000513 1.104590 -1.721386 -0.18 -0.04 -1.52
F -0.807242 2.656056 -0.192158 -0.62 -0.98 -0.44
H 1.219331 0.369229 1.236895 1.54 1.85 1.91
H -2.206825 1.100820 -0.034658 1.21 0.47 -0.74

43
Properties=species:S:1:pos:R:3:forces:R:3 method="wB97M-V/def2-TZVPD" homo_lumo_gap_ha=0.33442 energy_ha=-1318.22148 smiles="CCc1ccc(NC(=O)[C@H]2CCCN(S(C)(=O)=O)C2)cc1" e_above_lowest_kcal_mol=21.9 max_force_ev_per_a=1.10 multiplicity=1 homo_energy_ev=-8.68
C 0.418469 -2.420960 5.554252 -0.20 0.05 0.08
C -0.783816 -1.566178 5.148185 0.21 -0.09 -0.01
C -0.500070 -0.846440 3.860137 -0.13 0.06 0.08
C 0.072945 0.418411 3.866174 -0.05 -0.05 0.02
C 0.382885 1.061398 2.681683 -0.01 -0.06 -0.15
C 0.119626 0.440097 1.470806 0.06 0.00 0.25
N 0.447507 1.108561 0.252370 -0.38 0.08 0.26
C 1.454370 0.650196 -0.519302 0.31 0.44 -0.23
O 2.218369 -0.219261 -0.151976 0.09 -0.21 0.00
C 1.699272 1.381582 -1.853181 0.14 -0.18 -0.24
C 2.362986 0.393790 -2.820535 0.00 -0.13 0.21
C 1.339585 -0.654816 -3.247507 0.00 0.19 -0.14
C 0.145149 0.018971 -3.917564 0.15 -0.58 -0.26
N -0.445746 1.048285 -3.086812 -0.75 -0.22 0.60
S -1.722572 0.569193 -2.141616 -0.64 0.24 -0.87
C -3.083071 0.636865 -3.331049 0.64 -0.01 0.61
O -1.589937 -0.782172 -1.682572 0.08 -0.18 -0.22
O -1.956464 1.601621 -1.167450 -0.11 0.30 -0.10
C 0.490508 2.013838 -2.553546 0.20 0.47 0.49
C -0.455531 -0.821717 1.448132 0.02 0.09 -0.03
C -0.759979 -1.455006 2.638509 0.02 0.06 0.00
H 0.638597 -3.152648 4.780558 0.07 -0.08 -0.05
H 1.297381 -1.794971 5.689850 0.11 0.02 0.01
H 0.217418 -2.946619 6.485193 0.05 -0.09 0.09
H -1.658175 -2.209197 5.028527 -0.05 0.07 0.04
H -0.996264 -0.844024 5.939197 -0.09 -0.02 -0.02
H 0.281478 0.905187 4.808585 0.01 0.05 0.11
H 0.833385 2.042806 2.691132 0.05 0.08 -0.04
H -0.295718 1.672813 -0.136569 0.19 -0.02 -0.06
H 2.406739 2.186100 -1.615453 -0.08 -0.05 0.00
H 3.197484 -0.091394 -2.314590 -0.01 0.09 -0.09
H 2.741469 0.927246 -3.695985 0.03 0.06 -0.02
H 0.992700 -1.199817 -2.368543 0.02 -0.09 -0.02
H 1.789044 -1.367477 -3.940362 -0.03 -0.05 0.00
H -0.633946 -0.714433 -4.126413 0.10 -0.05 -0.22
H 0.453783 0.489009 -4.859213 -0.08 -0.05 0.03
H -2.914000 -0.087883 -4.115230 0.07 -0.14 -0.14
H -3.115057 1.643734 -3.723478 0.00 0.16 -0.07
H -3.993234 0.405986 -2.792176 -0.10 -0.09 0.15
H -0.075548 2.677331 -1.900092 0.18 0.14 -0.09
H 0.858622 2.607490 -3.400245 -0.05 -0.03 0.12
H -0.671640 -1.287648 0.498946 0.02 -0.04 -0.06
H -1.209001 -2.437850 2.619225 -0.06 -0.11 0.00